Density functional theory data (ωB97M-V/def2-TZVPD) for a single C4H11NO molecule in a non-equilibrium geometry.

Results
**F_max**: 2.87 eV Å⁻¹
**Relative energy (zero: lowest compared OMol25 entry of this formula, charge and spin)**: 65.4 kcal per mole
**Gap between HOMO and LUMO**: 9.816 eV
**SMILES string**: CC(C)(C)ON
**HOMO**: -8.810 eV

```
! RIJCOSX wB97M-V def2-TZVPD def2/J DEFGRID3
* xyz 0 1
C 0.075 1.284 -0.668
C 0.218 -0.125 -0.102
C 1.291 -0.976 -0.660
C 0.424 -0.022 1.501
H 0.911 1.907 -0.249
H -0.846 1.751 -0.228
H 0.094 1.304 -1.758
H 0.941 -1.362 -1.601
H 2.285 -0.350 -0.709
H 1.284 -1.821 0.004
H 1.348 0.460 1.747
H -0.376 0.559 1.899
H 0.322 -1.034 1.821
H -2.794 -0.897 -0.196
H -2.084 0.526 -0.545
N -2.111 -0.244 0.086
O -0.981 -0.962 -0.344
*
```

These are the Löwdin partial charges, in e, on atoms 1 to 4: atom 1 (C): -0.049, atom 2 (C): -0.608, atom 3 (C): -0.049, atom 4 (C): -0.017

Density functional theory data (ωB97M-V/def2-TZVPD) for a single C8H19BrN3O4P molecule.

Results
**F_max**: 0.74 eV Å⁻¹
**Gap between HOMO and LUMO**: 9.799 eV
**SMILES string**: CCCCNN(C(=O)OC[C@@H](C)Br)P(=N)(O)O
**HOMO**: -9.521 eV

```
! RIJCOSX wB97M-V def2-TZVPD def2/J DEFGRID3
* xyz 0 1
C 3.208 -1.310 1.308
C 3.359 0.174 0.913
C 2.833 0.524 -0.485
C 1.313 0.707 -0.572
N 0.679 -0.386 -1.343
N -0.690 -0.618 -0.943
C -1.647 -0.083 -1.876
O -2.002 -0.639 -2.865
O -2.052 1.169 -1.563
C -2.958 1.257 -0.439
C -2.216 1.562 0.852
C -1.408 2.857 0.795
Br -3.605 1.651 2.233
P -0.894 -2.183 -0.361
N 0.118 -2.626 0.713
O -2.449 -2.031 0.054
O -0.902 -3.057 -1.696
H 2.932 -1.925 0.448
H 4.141 -1.691 1.734
H 2.419 -1.454 2.050
H 4.421 0.442 0.944
H 2.859 0.809 1.652
H 3.308 1.463 -0.796
H 3.152 -0.236 -1.205
H 0.859 0.681 0.423
H 1.065 1.674 -1.025
H 0.644 -0.125 -2.324
H -3.648 2.071 -0.676
H -3.536 0.332 -0.358
H -1.590 0.722 1.148
H -1.445 3.379 1.752
H -1.795 3.526 0.021
H -0.363 2.628 0.583
H -0.262 -2.731 1.646
H -2.656 -2.665 0.756
H -1.217 -3.954 -1.504
*
```

These are the Löwdin partial charges, in e, on atoms 1 to 4: atom 1 (C): -0.115, atom 2 (C): -0.260, atom 3 (C): -0.204, atom 4 (C): -0.199

Density functional theory data (ωB97M-V/def2-TZVPD) for a single CH3NS2 molecule in a non-equilibrium geometry.

Results
**F_max**: 2.66 eV Å⁻¹
**Relative energy (zero: lowest compared OMol25 entry of this formula, charge and spin)**: 56.1 kcal per mole
**Gap between HOMO and LUMO (alpha / beta)**: 7.045 / 7.061 eV
**SMILES string**: C[N+](=S)[S-]
**HOMO (alpha / beta)**: -9.097 / -9.108 eV

```
! RIJCOSX wB97M-V def2-TZVPD def2/J DEFGRID3
* xyz 0 1
C -0.617 0.001 0.030
N 0.841 -0.011 0.085
S 1.442 1.526 0.017
S 1.549 -1.553 0.024
H -1.105 -0.908 -0.078
H -1.057 0.525 0.791
H -1.053 0.421 -0.868
*
```

These are the Löwdin partial charges, in e, on atoms 1 to 4: atom 1 (C): -0.278, atom 2 (N): -1.128, atom 3 (S): 0.635, atom 4 (S): 0.592

Density functional theory data (ωB97M-V/def2-TZVPD) for C18H14N12OPtS5 as an isolated structure in a non-equilibrium geometry.

Results
**F_max**: 1.45 eV Å⁻¹
**Relative energy (zero: lowest compared OMol25 entry of this formula, charge and spin)**: 6.6 kcal per mole
**Gap between HOMO and LUMO (alpha / beta)**: 6.974 / 4.144 eV
**HOMO (alpha / beta)**: -7.749 / -7.805 eV

```
! RIJCOSX wB97M-V def2-TZVPD def2/J DEFGRID3
* xyz 0 5
Pt 0.014 0.164 0.323
O -2.260 3.546 1.402
C -1.578 2.708 0.835
N -1.235 1.503 1.358
C -1.640 1.230 2.709
C -1.038 -0.045 3.225
C -1.236 -0.443 4.543
C -0.665 -1.620 4.983
C 0.097 -2.377 4.101
C 0.234 -1.924 2.805
N -0.329 -0.792 2.386
C -1.024 2.965 -0.541
C -1.238 4.186 -1.159
C -0.692 4.401 -2.414
C 0.045 3.388 -3.008
C 0.207 2.195 -2.322
N -0.323 1.993 -1.121
H -2.734 1.157 2.766
H -1.351 2.061 3.359
H -1.826 0.177 5.205
H -0.802 -1.944 6.006
H 0.573 -3.294 4.414
H 0.814 -2.471 2.073
H -1.827 4.929 -0.641
H -0.852 5.340 -2.927
H 0.491 3.512 -3.985
H 0.760 1.373 -2.763
N 3.630 0.208 -0.407
C 3.209 0.738 0.781
N 3.986 1.347 1.664
N 3.171 1.698 2.667
N 1.962 1.326 2.423
N 1.948 0.706 1.228
C 2.800 -0.396 -1.308
N 3.193 -0.814 -2.504
N 2.110 -1.359 -3.059
N 1.107 -1.283 -2.254
N 1.499 -0.678 -1.114
H 4.598 0.303 -0.659
C -0.178 -4.645 -1.023
S -1.012 -4.581 -2.627
C -1.446 -2.933 -2.932
C -1.645 -1.854 -2.075
S -1.597 -1.799 -0.385
S -2.088 -0.367 -2.883
C -1.985 -0.923 -4.516
S -2.214 0.050 -5.803
S -1.612 -2.616 -4.632
H -0.872 -4.464 -0.213
H 0.634 -3.921 -1.006
H 0.214 -5.660 -0.974
*
```

These are the Löwdin partial charges, in e, on atoms 1 to 4: atom 1 (Pt): 1.163, atom 2 (O): 0.113, atom 3 (C): -0.440, atom 4 (N): -0.052

Density functional theory data (ωB97M-V/def2-TZVPD) for C26H20Br2Cl3N2OSSbSe4SiZr as an isolated structure in a non-equilibrium geometry.

Results
**F_max**: 1.05 eV Å⁻¹
**Relative energy (zero: lowest compared OMol25 entry of this formula, charge and spin)**: 40.6 kcal per mole
**Gap between HOMO and LUMO**: 5.564 eV
**HOMO**: -2.117 eV

```
! RIJCOSX wB97M-V def2-TZVPD def2/J DEFGRID3
* xyz -2 1
Zr 0.863 0.099 0.346
Br 3.623 -3.139 2.113
C 2.843 -3.453 0.414
C 3.491 -4.390 -0.419
C 2.937 -4.721 -1.615
Br 3.842 -5.983 -2.711
C 1.710 -4.149 -2.034
C 1.121 -4.365 -3.304
C -0.028 -3.717 -3.633
C -0.618 -2.863 -2.674
N -0.099 -2.637 -1.502
C 1.071 -3.236 -1.175
C 1.675 -2.823 0.066
O 1.128 -1.859 0.797
H 4.428 -4.820 -0.099
H 1.631 -4.994 -4.019
H -0.451 -3.789 -4.624
H -1.532 -2.325 -2.910
C 3.080 1.290 6.377
C 1.967 0.369 5.856
C 1.241 -0.274 7.045
C 2.609 -0.743 5.025
C 0.989 1.207 5.033
C 0.227 2.217 5.660
C -0.654 3.006 4.955
C -0.754 2.814 3.576
S -1.717 3.648 2.417
C -1.060 2.674 1.148
N -0.182 1.799 1.554
C 0.008 1.845 2.934
C 0.853 1.016 3.675
C -1.579 2.785 -0.225
C -2.911 3.203 -0.349
C -3.583 3.073 -1.545
C -2.927 2.498 -2.630
C -1.591 2.166 -2.535
C -0.860 2.330 -1.347
H 3.794 0.716 6.973
H 2.679 2.090 7.002
H 3.619 1.743 5.544
H 1.942 -0.876 7.627
H 0.438 -0.926 6.697
H 0.806 0.472 7.713
H 3.271 -1.331 5.665
H 3.206 -0.351 4.200
H 1.866 -1.422 4.604
H 0.337 2.386 6.723
H -1.257 3.750 5.459
H 1.414 0.231 3.188
H -3.446 3.583 0.514
H -4.613 3.395 -1.628
H -3.449 2.337 -3.565
H -1.076 1.798 -3.420
Cl 1.894 3.242 -0.025
Si 1.029 2.529 -1.888
Cl 3.142 0.400 1.270
Cl -1.579 -0.427 0.248
Se 3.448 -2.189 -4.518
Sb 2.175 -0.145 -4.673
Se 1.713 0.168 -1.934
Se 3.363 1.914 -5.023
Se -0.170 -0.248 -5.301
*
```

These are the Löwdin partial charges, in e, on atoms 1 to 4: atom 1 (Zr): 0.842, atom 2 (Br): 0.731, atom 3 (C): -0.591, atom 4 (C): -0.185

Density functional theory data (ωB97M-V/def2-TZVPD) for a single CH2N4O2 molecule in a non-equilibrium geometry.

Results
**F_max**: 4.92 eV Å⁻¹
**Relative energy (zero: lowest compared OMol25 entry of this formula, charge and spin)**: 82.1 kcal per mole
**Gap between HOMO and LUMO**: 9.283 eV
**HOMO**: -9.145 eV

```
! RIJCOSX wB97M-V def2-TZVPD def2/J DEFGRID3
* xyz 0 1
C 0.503 0.655 -0.160
N 1.513 1.326 0.136
N 2.225 -1.256 -0.601
N 2.761 0.775 0.399
N 2.657 -0.305 -0.133
O -0.011 -0.602 0.058
O -0.431 1.481 -0.662
H 0.155 -1.186 0.817
H -1.341 1.214 -0.406
*
```

These are the Löwdin partial charges, in e, on atoms 1 to 4: atom 1 (C): -0.537, atom 2 (N): 0.083, atom 3 (N): 0.222, atom 4 (N): 0.025

Q: Which value of F_max does entry 6 give?
A: 4.92 eV Å⁻¹

What did the fifth record say?
Density functional theory data (ωB97M-V/def2-TZVPD) for C26H20Br2Cl3N2OSSbSe4SiZr as an isolated structure in a non-equilibrium geometry.

Results
**F_max**: 1.05 eV Å⁻¹
**Relative energy (zero: lowest compared OMol25 entry of this formula, charge and spin)**: 40.6 kcal per mole
**Gap between HOMO and LUMO**: 5.564 eV
**HOMO**: -2.117 eV

```
! RIJCOSX wB97M-V def2-TZVPD def2/J DEFGRID3
* xyz -2 1
Zr 0.863 0.099 0.346
Br 3.623 -3.139 2.113
C 2.843 -3.453 0.414
C 3.491 -4.390 -0.419
C 2.937 -4.721 -1.615
Br 3.842 -5.983 -2.711
C 1.710 -4.149 -2.034
C 1.121 -4.365 -3.304
C -0.028 -3.717 -3.633
C -0.618 -2.863 -2.674
N -0.099 -2.637 -1.502
C 1.071 -3.236 -1.175
C 1.675 -2.823 0.066
O 1.128 -1.859 0.797
H 4.428 -4.820 -0.099
H 1.631 -4.994 -4.019
H -0.451 -3.789 -4.624
H -1.532 -2.325 -2.910
C 3.080 1.290 6.377
C 1.967 0.369 5.856
C 1.241 -0.274 7.045
C 2.609 -0.743 5.025
C 0.989 1.207 5.033
C 0.227 2.217 5.660
C -0.654 3.006 4.955
C -0.754 2.814 3.576
S -1.717 3.648 2.417
C -1.060 2.674 1.148
N -0.182 1.799 1.554
C 0.008 1.845 2.934
C 0.853 1.016 3.675
C -1.579 2.785 -0.225
C -2.911 3.203 -0.349
C -3.583 3.073 -1.545
C -2.927 2.498 -2.630
C -1.591 2.166 -2.535
C -0.860 2.330 -1.347
H 3.794 0.716 6.973
H 2.679 2.090 7.002
H 3.619 1.743 5.544
H 1.942 -0.876 7.627
H 0.438 -0.926 6.697
H 0.806 0.472 7.713
H 3.271 -1.331 5.665
H 3.206 -0.351 4.200
H 1.866 -1.422 4.604
H 0.337 2.386 6.723
H -1.257 3.750 5.459
H 1.414 0.231 3.188
H -3.446 3.583 0.514
H -4.613 3.395 -1.628
H -3.449 2.337 -3.565
H -1.076 1.798 -3.420
Cl 1.894 3.242 -0.025
Si 1.029 2.529 -1.888
Cl 3.142 0.400 1.270
Cl -1.579 -0.427 0.248
Se 3.448 -2.189 -4.518
Sb 2.175 -0.145 -4.673
Se 1.713 0.168 -1.934
Se 3.363 1.914 -5.023
Se -0.170 -0.248 -5.301
*
```

These are the Löwdin partial charges, in e, on atoms 1 to 4: atom 1 (Zr): 0.842, atom 2 (Br): 0.731, atom 3 (C): -0.591, atom 4 (C): -0.185

Q: F_max of number 3 (CH3NS2)?
A: 2.66 eV Å⁻¹